C20H21BrGaN5O2S2 as an isolated structure at a distorted geometry. Source: OMol25; level of theory: ωB97M-V/def2-TZVPD.

Element x y z (Å)
1 Ga -0.22559 0.01599 0.14555
2 C -1.35491 -2.90027 3.20541
3 C -1.04155 -1.70205 2.38862
4 N -0.84617 -1.75249 1.10860
5 N -0.93556 -2.87483 0.41907
6 C -0.79854 -2.80132 -0.87934
7 N -0.85920 -3.92420 -1.58398
8 S -0.52024 -1.31717 -1.76993
9 C -0.94643 -0.36775 2.97449
10 C -1.12452 -0.12141 4.33732
11 C -1.00112 1.17380 4.81351
12 C -0.74032 2.20053 3.91326
13 C -0.59399 1.88450 2.57455
14 N -0.68846 0.64069 2.11935
15 H -1.28338 -3.79552 2.59264
16 H -0.66130 -2.98197 4.03899
17 H -2.36482 -2.83960 3.60919
18 H -1.05106 -4.79387 -1.10676
19 H -0.82716 -3.90805 -2.59038
20 H -1.35719 -0.93044 5.01145
21 H -1.10498 1.38153 5.86759
22 H -0.65718 3.22321 4.24428
23 H -0.40822 2.64855 1.82926
24 O -3.21006 4.62548 -2.88001
25 C -2.64024 3.70482 -2.14080
26 C -3.22224 3.09738 -1.01282
27 C -2.51131 2.15134 -0.31445
28 N -1.27371 1.76293 -0.65473
29 C -0.72313 2.33577 -1.73118
30 Br 1.02060 1.76564 -2.15415
31 C -1.34254 3.29297 -2.49233
32 H -4.10152 4.88661 -2.60215
33 H -4.22193 3.36644 -0.70551
34 H -2.93640 1.67532 0.56275
35 H -0.86380 3.72680 -3.35439
36 C 2.99006 -2.04142 -0.31701
37 S 2.89599 -0.23354 -0.35303
38 O 1.66642 0.01558 0.59072
39 C 4.36151 0.09013 0.63664
40 C 5.49657 0.41145 -0.09677
41 C 6.71055 0.54159 0.55372
42 C 6.77599 0.37094 1.92890
43 C 5.62706 0.09972 2.65768
44 C 4.40820 -0.04767 2.01331
45 H 2.98833 -2.38272 0.71256
46 H 3.90876 -2.33456 -0.80987
47 H 2.13880 -2.44425 -0.86152
48 H 5.42706 0.54111 -1.16571
49 H 7.59917 0.76356 -0.01499
50 H 7.72714 0.44328 2.43130
51 H 5.68302 -0.01896 3.72928
52 H 3.50866 -0.26510 2.56971

Atoms 1-3, force components in eV/Å:
-0.49 -0.47 0.09
-0.01 -0.16 -0.05
-0.01 -0.82 -0.94

## Properties
Total charge: +2
ΔE to the lowest compared entry with this formula, charge and spin: 0.327 eV
E: -176703.9415 eV
Molar mass: 577.2 g/mol
HOMO energy: -13.93 eV

C20H21ClN2O4 as an isolated structure at a distorted geometry. Source: OMol25; level of theory: ωB97M-V/def2-TZVPD.

Element x y z (Å)
1 C -5.85980 -0.34154 -0.64987
2 H -6.30832 -0.15943 -1.65727
3 O -4.50992 0.38730 -0.92634
4 C -3.71017 0.19281 0.08712
5 C -3.93604 -0.61694 1.15541
6 C -3.01487 -0.54033 2.32253
7 C -1.86045 0.06242 2.20083
8 C -1.56743 0.89451 0.70951
9 C -2.59687 0.92931 -0.23310
10 O -2.45586 1.40720 -1.38632
11 C -1.45718 2.42087 -1.78377
12 H -1.73261 2.59813 -2.93222
13 H -0.44336 1.46409 -1.90088
14 H -1.24528 3.20791 -1.15765
15 C -0.24615 1.56971 0.62737
16 O -0.19768 2.76495 0.85499
17 N 0.89951 0.61144 0.90571
18 C 0.77438 -0.68832 0.85515
19 C 1.60470 -1.31232 1.62958
20 C 1.43308 -2.75052 1.70906
21 C 0.69182 -3.42184 0.49758
22 C -0.05712 -2.53375 -0.17182
23 C 0.09727 -1.13415 -0.19915
24 H -0.48386 -0.61239 -0.81925
25 Cl -0.84965 -3.19983 -1.83834
26 H 0.78474 -4.46927 0.50209
27 H 2.01335 -3.58176 2.30550
28 H 2.10837 -0.79856 2.45156
29 C 2.09641 1.35635 1.08867
30 N 3.09821 0.90860 0.01930
31 C 4.08263 0.17626 0.11356
32 O 4.37403 -0.38175 1.12002
33 C 4.70884 -0.23074 -1.16675
34 H 4.29852 -1.39077 -1.49299
35 C 4.10537 0.74800 -2.11417
36 H 4.86925 1.86117 -2.10680
37 H 4.01185 0.46772 -3.30727
38 C 2.82514 1.25393 -1.18288
39 H 1.96501 0.68262 -1.80733
40 H 2.47783 2.42105 -1.48980
41 H 5.84424 -0.38066 -0.97247
42 H 2.50483 1.21332 2.17376
43 H 1.91347 2.43169 0.94023
44 H -1.04335 0.04804 2.81059
45 H -3.22733 -0.90936 3.13137
46 H -4.73203 -1.01771 1.49243
47 H -5.71187 -1.53161 -0.55908
48 H -6.33564 -0.07583 0.15163

Atoms 1-3, force components in eV/Å:
4.64 -3.37 -7.43
-0.34 -0.12 1.34
-5.88 -2.49 0.02

## Properties
ΔE to the lowest compared entry with this formula, charge and spin: 15.176 eV
E: -44759.8080 eV
Molar mass: 388.9 g/mol
HOMO energy: -8.19 eV

C20H21ClN5PtS2Se2 as an isolated structure. Source: OMol25; level of theory: ωB97M-V/def2-TZVPD.

Element x y z (Å)
1 Pt -0.54472 0.46212 -0.17365
2 C -2.56827 0.87160 3.05244
3 C -1.18631 0.31986 3.13447
4 N -0.32254 0.26500 2.15328
5 C 0.88442 -0.26597 2.57496
6 C 0.91433 -0.63699 3.87864
7 S -0.58478 -0.29773 4.61436
8 C 1.99683 -0.34111 1.62625
9 C 3.29634 -0.62310 1.90693
10 S 4.22633 -0.52230 0.48067
11 C 2.82858 -0.11219 -0.41934
12 N 1.74680 -0.05815 0.30592
13 C 2.88405 0.14675 -1.88666
14 H -2.72577 1.32198 2.07680
15 H -2.72400 1.62989 3.81956
16 H -3.31094 0.08655 3.19708
17 H 1.72677 -1.08465 4.42556
18 H 3.74215 -0.86077 2.85800
19 H 3.90563 0.32879 -2.21422
20 H 2.27298 1.01566 -2.12870
21 H 2.49666 -0.70960 -2.43873
22 Cl -2.00581 -0.37114 -3.07838
23 C -0.44506 0.10968 -2.26137
24 H -0.10350 0.96228 -2.84805
25 H 0.21658 -0.73155 -2.46334
26 C 1.68582 5.50238 1.27359
27 N 0.99800 4.51378 0.45461
28 C 0.47770 4.71400 -0.79959
29 C -0.08990 3.53400 -1.17068
30 N 0.07495 2.62265 -0.15822
31 C 0.73004 3.24158 0.80063
32 H 1.89476 6.37452 0.66104
33 H 2.62681 5.09591 1.63702
34 H 1.06352 5.80079 2.11480
35 H 0.55641 5.66116 -1.30328
36 H -0.60170 3.28379 -2.08427
37 H 1.02355 2.80678 1.74260
38 Se -2.19291 -3.46096 -2.38883
39 C -1.44936 -2.68810 -0.91867
40 N -0.99053 -2.07531 -0.05230
41 Se -2.97537 1.43190 -0.58794
42 C -4.38433 0.26499 -0.19382
43 C -4.15035 -0.95168 0.45539
44 C -5.20784 -1.80347 0.71798
45 C -6.49632 -1.45312 0.32871
46 C -6.73228 -0.24602 -0.31806
47 C -5.68297 0.61809 -0.57633
48 H -3.14147 -1.21762 0.73929
49 H -5.02980 -2.74629 1.21850
50 H -7.32033 -2.12477 0.53016
51 H -7.73642 0.02170 -0.61781
52 H -5.85717 1.56149 -1.07682

Atoms 1-3, force components in eV/Å:
-0.11 0.11 -0.02
0.00 -0.01 -0.02
-0.02 0.03 -0.05

## Properties
Total charge: +1
⟨S²⟩: 6.024
ΔE to the lowest compared entry with this formula, charge and spin: 0.110 eV
E: -196655.6395 eV
Molar mass: 784.0 g/mol
HOMO energy (spin up / spin down): -8.90 / -11.31 eV
Spin multiplicity: 5